A.
Below is a structure of composition C6H15N3, with properties calculated with ωB97M-V/def2-TZVPD.

Results
2S+1	1
HOMO level	-7.62	eV
molecular weight	129.207	g/mol

Positions of all 24 atoms, in Å:
C1 0.577 1.876 0.182
C2 -0.311 2.792 0.986
N1 1.444 1.054 0.756
N2 -0.792 0.698 -0.824
H1 0.975 2.355 -0.712
H2 -1.592 1.300 -0.670
H3 1.168 0.771 1.693
H4 1.561 -0.209 0.078
H5 -0.493 0.621 -1.794
H6 0.300 3.576 1.439
H7 -0.831 2.246 1.772
H8 -1.053 3.271 0.348
C3 -1.077 -0.643 -0.357
N3 -1.433 -1.511 -1.399
C4 1.524 -1.352 -0.776
C5 -1.287 -0.905 0.940
C6 1.503 -2.501 -0.121
H9 -0.691 -1.653 -2.072
H10 -1.778 -2.395 -1.046
H11 1.871 -1.366 -1.810
H12 -1.151 -0.170 1.713
H13 -1.566 -1.895 1.255
H14 1.946 -3.420 -0.497
H15 1.186 -2.541 0.917

B.
Below is a cluster of 2 separate species, C6H15N3 in total, with properties calculated with ωB97M-V/def2-TZVPD.

Results
2S+1	1
HOMO level	-8.76	eV
molecular weight	129.207	g/mol

Positions of all 24 atoms, in Å:
H1 0.292 2.261 0.839
N1 0.084 1.738 -0.008
C1 0.864 0.671 -0.139
C2 2.007 0.389 0.801
C3 0.967 0.100 -1.521
C4 -0.070 0.556 -2.513
N2 1.895 -0.740 -1.741
H2 1.860 -1.113 -2.689
H3 2.178 -0.683 0.869
H4 1.800 0.778 1.799
H5 2.927 0.831 0.418
H6 -1.064 0.237 -2.192
H7 -0.092 1.645 -2.550
H8 0.145 0.166 -3.507
C5 -1.304 -1.581 1.934
C6 -1.421 -0.751 0.665
N3 -2.030 0.498 0.769
H9 -0.755 -2.504 1.751
H10 -2.296 -1.829 2.313
H11 -0.782 -1.017 2.710
H12 -1.814 -1.326 -0.178
H13 -0.271 -0.520 0.309
H14 -1.858 0.897 1.691
H15 -1.262 1.298 0.170

C.
Below is the molecule C6H15N3, with properties calculated with ωB97M-V/def2-TZVPD.

Results
2S+1	1
HOMO level	-5.18	eV
molecular weight	129.207	g/mol

Positions of all 24 atoms, in Å:
C1 1.507 0.886 -0.789
C2 -1.720 0.966 -1.216
C3 0.061 -0.470 1.907
C4 -1.628 -1.502 0.365
N1 0.448 1.556 -0.260
C5 -0.757 0.837 -0.064
C6 -0.435 -0.548 0.454
N2 2.810 1.090 -0.368
N3 0.733 -1.111 -0.354
H1 0.623 2.360 0.329
H2 1.366 0.367 -1.721
H3 3.565 0.619 -0.842
H4 2.955 1.774 0.362
H5 0.404 -1.519 -1.224
H6 1.276 -1.807 0.152
H7 -2.722 0.641 -0.937
H8 -1.792 2.016 -1.504
H9 -1.443 0.403 -2.135
H10 0.951 0.152 1.984
H11 -0.718 -0.032 2.529
H12 -1.936 -1.657 -0.669
H13 0.307 -1.462 2.296
H14 -1.379 -2.472 0.800
H15 -2.476 -1.087 0.903

Verdict on stability: A comes out at the bottom.

A.
Below is the molecule C3H3N3O, with properties calculated with ωB97M-V/def2-TZVPD.

Results
2S+1	1
HOMO level	-9.62	eV
molecular weight	97.077	g/mol

Positions of all 10 atoms, in Å:
H1 -0.771 -0.208 2.459
N1 0.223 0.281 2.203
C1 0.162 0.221 0.864
C2 -0.869 -0.057 -0.077
C3 -0.257 -0.246 -1.313
O1 1.043 -0.471 -1.657
N2 1.941 0.118 -0.702
N3 1.441 0.582 0.387
H2 -1.980 0.140 0.084
H3 -0.933 -0.361 -2.249

B.
Below is a cluster of 2 separate species, C3H3N3O in total, with properties calculated with ωB97M-V/def2-TZVPD.

Results
2S+1	1
HOMO level	-8.41	eV
molecular weight	97.077	g/mol

Positions of all 10 atoms, in Å:
N1 2.069 -1.493 -0.026
C1 1.411 -0.448 -0.162
C2 1.040 0.739 -0.244
N2 0.683 1.947 -0.435
H1 1.822 -2.284 0.594
H2 -0.234 2.046 0.176
N3 -1.929 0.211 0.520
C3 -1.415 -0.481 -0.273
O1 -0.869 -1.212 -0.971
H3 -2.580 0.976 0.822

Verdict on stability: A comes out at the bottom.

A.
Below is a cluster of 2 separate species, C3H3N3O in total, with properties calculated with ωB97M-V/def2-TZVPD.

Results
2S+1	1
HOMO level	-9.27	eV
molecular weight	97.077	g/mol

Positions of all 10 atoms, in Å:
N1 2.003 0.190 0.092
C1 0.832 -0.099 0.041
C2 -0.285 -0.807 -0.043
C3 -1.683 -0.616 0.293
O1 -2.207 0.386 0.731
H1 2.590 -0.141 -0.650
H2 0.052 -1.797 -0.343
H3 -2.263 -1.552 0.158
N2 0.918 2.453 -0.441
N3 0.089 2.009 0.133

B.
Below is a cluster of 2 separate species, C3H3N3O in total, with properties calculated with ωB97M-V/def2-TZVPD.

Results
2S+1	1
HOMO level (spin up / spin down)	-11.42 / -9.75	eV
molecular weight	97.077	g/mol

Positions of all 10 atoms, in Å:
C1 -2.388 0.169 -0.208
C2 0.155 0.471 1.036
C3 1.283 -0.257 -0.637
N1 -3.388 0.444 -0.685
N2 1.050 0.860 0.187
N3 -0.230 -0.817 0.907
O1 0.469 -1.322 -0.089
H1 -0.257 1.091 1.809
H2 0.970 -0.071 -1.676
H3 2.336 -0.568 -0.643

Verdict on stability: B comes out at the bottom.

A.
Below is a cluster of 2 separate species, C3H3N3O in total, with properties calculated with ωB97M-V/def2-TZVPD.

Results
2S+1	1
HOMO level	-9.69	eV
molecular weight	97.077	g/mol

Positions of all 10 atoms, in Å:
N1 2.045 -0.168 0.511
C1 0.956 -0.592 0.187
C2 -0.213 -1.151 -0.095
C3 -1.468 -0.584 0.402
O1 -1.565 0.458 1.018
H1 2.474 0.534 -0.088
H2 -0.206 -2.054 -0.696
H3 -2.363 -1.198 0.172
N2 0.693 2.191 -0.733
N3 -0.340 2.570 -0.692

B.
Below is a cluster of 2 separate species, C3H3N3O in total, with properties calculated with ωB97M-V/def2-TZVPD.

Results
2S+1	1
HOMO level (spin up / spin down)	-11.34 / -11.02	eV
molecular weight	97.077	g/mol

Positions of all 10 atoms, in Å:
C1 -1.475 -1.528 0.258
C2 -0.824 1.520 0.202
C3 0.975 -0.027 0.297
N1 -1.880 -2.534 -0.052
N2 -1.397 2.347 -0.343
N3 -0.129 0.561 0.773
O1 1.018 -0.355 -1.010
H1 1.382 -0.857 0.943
H2 1.894 0.697 0.489
H3 0.435 0.175 -1.558

C.
Below is a cluster of 2 separate species, C3H3N3O in total, with properties calculated with ωB97M-V/def2-TZVPD.

Results
2S+1	1
HOMO level (spin up / spin down)	-11.88 / -10.60	eV
molecular weight	97.077	g/mol

Positions of all 10 atoms, in Å:
C1 0.621 -1.126 1.983
C2 1.415 0.673 0.045
C3 -1.045 0.172 -0.995
N1 0.483 -2.215 2.299
N2 2.515 0.511 -0.291
N3 0.339 1.098 0.648
O1 -0.904 1.040 0.119
H1 -1.986 -0.582 -0.746
H2 -0.208 -0.384 -1.285
H3 -1.229 0.814 -1.779

D.
Below is the molecule C3H3N3O, with properties calculated with ωB97M-V/def2-TZVPD.

Results
2S+1	1
HOMO level	-9.68	eV
molecular weight	97.077	g/mol

Positions of all 10 atoms, in Å:
N1 -0.765 -0.913 -2.043
C1 -0.228 -0.515 -0.919
N2 -0.811 -0.875 0.476
C2 -0.453 0.010 1.349
O1 0.536 1.033 1.402
C3 1.291 0.847 0.223
N3 0.827 0.331 -0.943
H1 -1.606 -1.354 -2.214
H2 -0.938 -0.108 2.481
H3 2.147 1.544 0.187

Verdict on stability: C comes out at the bottom.

A.
Below is a cluster of 3 separate species, C3H12N2O in total, with properties calculated with ωB97M-V/def2-TZVPD.

Results
2S+1	1
HOMO level	-9.38	eV
molecular weight	92.142	g/mol

Positions of all 18 atoms, in Å:
C1 -1.326 -4.648 -4.181
C2 -0.502 -4.653 -3.135
H1 -1.622 -5.557 -4.680
H2 -1.590 -3.713 -4.647
H3 -0.280 -5.604 -2.671
H4 -0.103 -3.734 -2.733
N1 -1.215 2.679 1.223
C3 -0.066 3.112 0.459
O1 0.687 4.128 1.098
H5 -1.590 3.464 1.727
H6 -1.966 2.361 0.612
H7 -0.336 3.542 -0.522
H8 0.573 2.246 0.265
H9 1.471 3.675 1.485
N2 1.900 0.961 4.041
H10 2.787 0.579 4.344
H11 1.266 0.195 4.290
H12 1.913 0.968 3.026

B.
Below is a cluster of 2 separate species, C3H12N2O in total, with properties calculated with ωB97M-V/def2-TZVPD.

Results
2S+1	1
HOMO level	-9.02	eV
molecular weight	92.142	g/mol

Positions of all 18 atoms, in Å:
N1 0.771 2.367 2.286
C1 0.520 1.731 0.923
C2 1.101 0.335 0.799
C3 0.798 -0.075 -0.694
N2 0.849 -1.508 -0.927
H1 1.746 2.386 2.592
H2 0.377 3.293 2.366
H3 -0.570 1.688 0.981
H4 0.798 2.453 0.176
H5 0.625 -0.410 1.430
H6 2.202 0.514 0.853
H7 -0.253 0.200 -0.962
H8 1.542 0.572 -1.197
H9 1.812 -1.814 -0.759
H10 0.938 -1.809 -1.916
O1 -4.221 -3.498 -2.304
H11 -5.142 -3.546 -2.005
H12 -3.892 -2.880 -1.643

C.
Below is a cluster of 3 separate species, C3H12N2O in total, with properties calculated with ωB97M-V/def2-TZVPD.

Results
2S+1	1
HOMO level	-9.33	eV
molecular weight	92.142	g/mol

Positions of all 18 atoms, in Å:
C1 2.494 -0.598 1.213
C2 3.116 0.455 0.700
H1 2.862 -1.616 1.161
H2 1.506 -0.467 1.632
H3 4.163 0.494 0.417
H4 2.549 1.360 0.492
N1 -0.863 1.476 -1.466
C3 -0.160 0.227 -1.516
O1 -0.138 -0.515 -0.306
H5 -1.854 1.411 -1.320
H6 -0.383 2.231 -1.012
H7 -0.598 -0.350 -2.339
H8 0.881 0.440 -1.757
H9 -0.995 -0.320 0.110
N2 -2.945 -0.846 1.028
H10 -3.286 -1.232 1.904
H11 -2.591 -1.655 0.524
H12 -3.759 -0.495 0.537

Verdict on stability: A comes out at the bottom.

A.
Below is a cluster of 2 separate species, C3H12N2O in total, with properties calculated with ωB97M-V/def2-TZVPD.

Results
2S+1	1
HOMO level	-8.63	eV
molecular weight	92.142	g/mol

Positions of all 18 atoms, in Å:
C1 -0.085 1.088 -1.852
C2 -0.490 -0.261 -1.142
N1 0.512 -0.872 -0.277
C3 1.145 0.010 0.675
N2 0.107 0.756 1.446
H1 0.872 0.827 -2.522
H2 0.043 1.864 -1.132
H3 -0.958 1.417 -2.519
H4 -1.532 -0.008 -0.801
H5 -0.657 -0.869 -1.969
H6 0.231 -1.773 0.045
H7 1.703 0.723 0.049
H8 1.902 -0.489 1.310
H9 -0.878 0.687 1.107
H10 0.253 1.700 1.142
O1 -0.509 -2.030 2.143
H11 -0.237 -1.079 2.435
H12 -1.421 -1.690 1.863

B.
Below is a cluster of 3 separate species, C3H12N2O in total, with properties calculated with ωB97M-V/def2-TZVPD.

Results
2S+1	1
HOMO level	-9.52	eV
molecular weight	92.142	g/mol

Positions of all 18 atoms, in Å:
C1 -1.338 2.286 0.060
C2 -1.437 3.563 -0.254
H1 -0.760 1.995 0.925
H2 -1.866 1.524 -0.492
H3 -1.173 4.390 0.394
H4 -1.889 3.917 -1.176
N1 2.074 -1.069 0.656
C3 1.427 -0.419 -0.471
O1 0.065 -0.107 -0.250
H5 2.638 -1.839 0.345
H6 2.558 -0.419 1.251
H7 1.445 -1.068 -1.346
H8 1.886 0.562 -0.563
H9 -0.478 -0.779 0.166
N2 -0.958 -3.188 0.063
H10 -0.881 -2.396 0.671
H11 -1.842 -3.654 0.084
H12 -0.332 -3.939 0.324

C.
Below is a cluster of 3 separate species, C3H12N2O in total, with properties calculated with ωB97M-V/def2-TZVPD.

Results
2S+1	1
HOMO level	-9.07	eV
molecular weight	92.142	g/mol

Positions of all 18 atoms, in Å:
C1 -0.472 -3.598 -3.460
C2 0.637 -3.097 -2.905
H1 -0.306 -4.145 -4.381
H2 -1.415 -3.644 -2.940
H3 1.643 -3.375 -3.182
H4 0.566 -2.443 -2.044
N1 -2.205 2.229 1.164
C3 -1.164 1.522 0.521
O1 0.036 2.262 0.364
H5 -3.077 2.427 0.705
H6 -2.154 2.312 2.151
H7 -1.569 1.263 -0.462
H8 -0.965 0.540 0.983
H9 0.508 2.168 1.205
N2 2.322 1.574 2.951
H10 1.778 0.816 3.348
H11 2.976 1.266 2.246
H12 2.863 1.925 3.735

D.
Below is a cluster of 2 separate species, C3H12N2O in total, with properties calculated with ωB97M-V/def2-TZVPD.

Results
2S+1	1
HOMO level	-9.56	eV
molecular weight	92.142	g/mol

Positions of all 18 atoms, in Å:
C1 3.802 -1.468 -3.833
C2 2.585 -1.779 -4.692
O1 2.242 -0.739 -5.588
H1 3.932 -2.109 -2.986
H2 3.762 -0.466 -3.405
H3 4.716 -1.487 -4.425
H4 2.702 -2.777 -5.102
H5 1.794 -1.910 -3.991
H6 2.108 0.017 -5.015
N1 -1.721 1.709 4.547
C3 -2.885 1.005 4.137
N2 -4.176 1.483 4.706
H7 -1.929 2.202 5.415
H8 -1.569 2.508 3.935
H9 -2.943 -0.048 4.430
H10 -2.938 0.978 3.042
H11 -4.837 0.713 4.710
H12 -4.642 2.168 4.115

Verdict on stability: B comes out at the bottom.

A.
Below is a cluster of 2 separate species, C3H12N2O in total, with properties calculated with ωB97M-V/def2-TZVPD.

Results
2S+1	1
HOMO level	-9.34	eV
molecular weight	92.142	g/mol

Positions of all 18 atoms, in Å:
N1 1.607 1.261 -0.379
C1 1.085 -0.065 0.072
C2 -0.384 -0.289 -0.180
C3 -0.812 -1.743 0.052
N2 -2.182 -2.074 -0.355
H1 1.008 1.774 -1.012
H2 2.420 0.977 -0.906
H3 1.260 -0.180 1.145
H4 1.651 -0.838 -0.447
H5 -0.991 0.420 0.398
H6 -0.768 -0.017 -1.183
H7 -0.745 -1.851 1.144
H8 -0.116 -2.397 -0.473
H9 -2.667 -1.204 -0.519
H10 -2.187 -2.566 -1.239
O1 0.541 2.888 1.665
H11 1.171 2.373 1.116
H12 0.108 3.530 1.102

B.
Below is a cluster of 2 separate species, C3H12N2O in total, with properties calculated with ωB97M-V/def2-TZVPD.

Results
2S+1	1
HOMO level	-8.94	eV
molecular weight	92.142	g/mol

Positions of all 18 atoms, in Å:
C1 0.947 1.564 0.595
N1 0.902 0.978 1.950
C2 -0.353 0.373 2.364
O1 -0.709 -0.817 1.633
H1 1.107 0.887 -0.237
H2 1.774 2.295 0.637
H3 -0.037 2.048 0.415
H4 1.662 0.279 1.909
H5 -1.222 0.980 2.251
H6 -0.216 0.042 3.390
H7 -0.963 -0.550 0.712
C3 -0.010 -0.819 -2.492
N2 -0.971 -1.473 -1.532
H8 -0.424 0.207 -2.710
H9 0.954 -0.749 -1.934
H10 0.138 -1.285 -3.485
H11 -1.892 -1.502 -1.984
H12 -0.685 -2.459 -1.483

Verdict on stability: B comes out at the bottom.

A.
Below is a cluster of 2 separate species, ClH4NSi in total, with properties calculated with ωB97M-V/def2-TZVPD.

Results
2S+1	1
HOMO level	-8.61	eV
molecular weight	81.578	g/mol

Positions of all 7 atoms, in Å:
N1 1.400 0.209 0.499
Si1 -1.960 -0.633 -0.021
Cl1 -2.886 0.674 -1.298
H1 2.305 -0.088 0.172
H2 1.436 1.165 0.285
H3 1.241 0.177 1.448
H4 -1.536 -1.503 -1.085

B.
Below is a cluster of 2 separate species, ClH4NSi in total, with properties calculated with ωB97M-V/def2-TZVPD.

Results
2S+1	1
HOMO level	-9.59	eV
molecular weight	81.578	g/mol

Positions of all 7 atoms, in Å:
N1 -0.333 0.711 0.010
Si1 -0.872 -0.884 0.210
H1 -0.017 1.210 0.886
H2 -0.519 -1.848 -0.908
H3 -1.414 -1.404 1.433
Cl1 2.252 1.341 -1.032
H4 0.903 0.875 -0.599

C.
Below is the molecule ClH4NSi, with properties calculated with ωB97M-V/def2-TZVPD.

Results
2S+1	1
HOMO level	-9.34	eV
molecular weight	81.578	g/mol

Positions of all 7 atoms, in Å:
Si1 0.736 -0.350 0.024
N1 -0.834 0.359 -0.184
Cl1 -2.466 -0.140 0.170
H1 1.404 0.846 -0.500
H2 0.924 -1.582 -0.767
H3 1.141 -0.448 1.561
H4 -0.905 1.315 -0.305

Verdict on stability: B comes out at the bottom.